# 1
ORCA calculation (wB97M-V/def2-TZVPD) on 2 unconnected molecules or ions with the total composition C10H20F3O4S2.

Summary:
net charge = +1
lowest unoccupied orbital energy = -3.60 eV
HOMO-LUMO gap = 0.3361 Ha

```
39
Properties=species:S:1:pos:R:3:forces:R:3
C -1.59343 5.01627 3.16368 0.22 0.14 0.04
C -0.62658 5.13899 1.98609 -0.54 0.13 0.17
C -0.43426 6.62392 1.62375 0.58 -0.32 0.30
C -1.14966 4.29617 0.79716 0.02 0.04 0.27
C -0.20519 3.14563 0.53635 -0.17 -0.45 0.14
S -0.80412 2.06895 -0.80705 0.34 0.48 -0.82
C 0.18541 0.56273 -0.61243 -0.40 0.08 0.33
C -0.36103 -0.59764 -1.42761 0.72 -0.08 -0.17
C 0.60525 -1.76784 -1.29119 0.48 -0.34 0.26
F 0.06725 -2.91420 -1.75817 0.38 0.83 0.09
F 1.76647 -1.51543 -1.96119 -0.98 -0.31 0.52
F 0.92903 -1.97051 0.01603 -0.14 0.01 -0.79
H -1.20143 5.54680 4.02566 0.10 0.08 0.13
H -1.74607 3.98467 3.47047 -0.15 -0.17 -0.04
H -2.53965 5.48709 2.91373 -0.26 -0.11 -0.04
H 0.31186 4.71017 2.33279 0.30 0.03 -0.16
H -0.67893 6.84834 0.59340 -0.13 0.08 -0.16
H 0.60142 6.90558 1.78669 0.15 0.14 -0.10
H -1.01765 7.25185 2.28528 -0.25 0.16 -0.03
H -2.11986 3.88531 1.07228 -0.20 -0.02 -0.10
H -1.28418 4.91852 -0.07996 0.03 0.00 -0.25
H -0.09465 2.51504 1.41384 -0.03 -0.08 0.15
H 0.78828 3.44110 0.21156 0.08 0.16 -0.18
H -2.05605 1.74085 -0.43280 0.18 -0.23 0.44
H 1.16849 0.85694 -0.96720 0.15 0.11 -0.10
H 0.25413 0.35262 0.44783 -0.05 -0.16 0.16
H -1.34689 -0.91609 -1.11488 -0.19 -0.06 0.07
H -0.34861 -0.33140 -2.47974 -0.30 -0.05 -0.21
C 1.27445 -5.71830 -1.25845 0.28 -0.02 -0.25
C 0.35213 -6.52990 -2.14595 -0.30 0.02 0.19
O 1.02570 -7.78242 -2.29273 0.24 0.11 0.01
S 1.82948 -8.13413 -0.94868 -0.14 0.22 -0.11
O 1.04727 -8.99490 -0.14281 0.03 -0.08 0.13
O 3.16423 -8.44285 -1.29867 0.08 -0.13 -0.04
O 1.77167 -6.66220 -0.30634 -0.19 -0.11 -0.01
H 2.11864 -5.31278 -1.82190 -0.04 0.01 -0.02
H 0.76128 -4.92164 -0.73852 -0.03 -0.03 0.24
H 0.19991 -6.07982 -3.12283 0.11 -0.14 -0.09
H -0.61411 -6.70549 -1.66745 0.01 0.04 0.00
```
Forces are in eV/Å.

Here is what Mulliken gives for the atomic charges, in e:
1 C -1.89
2 C 0.74
3 C -1.34
4 C -1.15
5 C -0.54
6 S 0.07
7 C -0.57
8 C -0.86
9 C 0.78
10 F -0.23
11 F -0.26
12 F -0.28
13 H 0.47
14 H 0.38
15 H 0.46
16 H 0.35
17 H 0.35
18 H 0.31
19 H 0.35
20 H 0.45
21 H 0.47
22 H 0.48
23 H 0.46
24 H 0.25
25 H 0.44
26 H 0.48
27 H 0.45
28 H 0.38
29 C -0.12
30 C -0.36
31 O -0.32
32 S 1.09
33 O -0.52
34 O -0.52
35 O -0.34
36 H 0.28
37 H 0.15
38 H 0.29
39 H 0.36

---

# 2
ORCA calculation (wB97M-V/def2-TZVPD) on a molecular structure, C26H42CuMgO20.

Summary:
expectation value of S² = 0.756
net charge = +2
lowest unoccupied orbital energy (spin up / spin down) = -5.55 / -8.23 eV
spin multiplicity = 2
HOMO-LUMO gap (spin up / spin down) = 0.3305 / 0.2303 Ha

```
90
Properties=species:S:1:pos:R:3:forces:R:3
Mg -0.08216 0.85050 3.35996 2.04 -0.15 -1.24
Cu 1.15349 -1.56031 1.63789 -1.40 2.58 1.07
C 1.97703 -1.34167 4.68236 0.15 -0.30 -0.47
O 1.20356 -0.68577 3.70608 -0.71 0.27 -1.26
H 2.06763 -2.40918 4.43385 -0.30 -0.05 0.26
H 3.01778 -0.99841 4.68619 -0.14 0.36 0.19
H 1.51973 -1.23042 5.66448 0.18 -0.12 0.13
C -1.22861 0.22004 0.61558 -0.30 0.00 -0.69
O -0.15951 0.06297 1.49190 0.38 -0.62 0.94
H -2.09775 -0.42451 0.79724 0.27 -0.35 0.07
H -1.64783 1.23481 0.67153 0.36 0.13 0.21
H -0.89180 0.10932 -0.41898 -0.10 -0.12 -0.05
C -1.82010 -2.50286 -1.70445 -0.39 -0.63 -0.07
C -1.41615 -2.81580 -3.13035 -0.98 -0.45 -0.08
C -0.45157 -4.00154 -3.32675 -0.21 0.70 -0.13
O -1.01459 -4.74663 -4.39304 -0.26 0.16 -0.14
C -2.28667 -4.31126 -4.64997 0.45 -0.18 0.07
O -3.01314 -4.78118 -5.45062 -0.06 -0.06 -0.01
O -2.57904 -3.26665 -3.84366 -0.19 0.13 0.14
H -2.12219 -3.37789 -1.11768 0.52 -0.31 -0.25
H -2.76709 -1.95984 -1.72891 0.45 0.74 0.05
H -0.97636 -2.01236 -1.22174 -0.31 0.32 0.25
H -1.15150 -1.87313 -3.61806 0.55 -0.20 -0.03
H -0.44262 -4.62164 -2.42976 0.30 -0.01 0.00
H 0.53249 -3.64779 -3.62783 0.16 -0.30 0.20
C -3.89567 4.41712 0.09091 0.53 -0.39 0.24
C -3.10520 4.78914 1.33463 -0.76 1.32 -0.48
C -3.78709 4.71089 2.70965 0.05 -0.58 -0.02
O -3.07949 3.60706 3.33148 0.30 0.05 0.74
C -1.99186 3.33121 2.66155 -0.72 -0.01 -0.99
O -1.16467 2.50870 3.00489 0.22 -0.53 0.48
O -1.93912 3.95592 1.49168 0.41 -0.16 0.49
H -4.86317 4.91371 0.10743 -0.12 -0.19 0.05
H -3.97332 3.33034 0.01824 -0.42 0.05 0.00
H -3.36986 4.76787 -0.79665 0.05 -0.02 0.03
H -2.78866 5.82290 1.18735 0.42 -0.15 0.12
H -4.83666 4.43256 2.74490 -0.03 0.11 -0.35
H -3.62873 5.60761 3.30342 0.06 -0.06 0.06
C 5.93249 2.98003 4.04187 0.35 0.38 -0.31
C 4.74506 3.47435 3.23732 -1.06 -1.14 0.80
C 4.76660 3.02858 1.77355 -0.33 0.38 0.02
O 3.41326 2.59899 1.49502 0.14 0.26 -0.02
C 2.77626 2.43919 2.64240 -0.38 0.00 0.27
O 1.64706 2.00241 2.71183 -0.41 -0.13 0.20
O 3.47300 2.82615 3.68843 0.52 -0.36 -0.05
H 5.68531 2.60484 5.03144 -0.23 0.38 0.09
H 6.60814 3.83551 4.10541 0.13 -0.17 0.37
H 6.49327 2.18335 3.55203 -0.21 -0.03 -0.18
H 4.47570 4.49987 3.47656 0.62 0.32 -0.60
H 5.38966 2.14822 1.64391 0.25 0.13 -0.07
H 5.02603 3.83040 1.08847 0.05 -0.13 -0.12
C 3.90623 -1.31495 -3.98001 0.07 -0.86 0.51
C 4.12295 -0.77253 -2.57684 -0.40 0.69 -1.51
C 4.11491 0.75004 -2.52921 0.12 -0.11 -0.02
O 3.47082 1.03161 -1.26032 0.21 -0.44 0.60
C 2.89971 -0.09336 -0.82381 0.12 0.23 -1.35
O 2.32798 -0.19992 0.22936 -0.46 -0.57 0.86
O 2.97554 -1.06260 -1.75074 0.29 -0.41 1.04
H 2.86677 -1.23983 -4.29521 0.01 0.46 0.00
H 4.12173 -2.38630 -3.97474 0.15 0.09 -0.15
H 4.57097 -0.82872 -4.69042 -0.04 0.03 -0.04
H 5.04045 -1.17794 -2.15024 -0.20 -0.11 0.34
H 3.51270 1.20283 -3.31514 -0.01 -0.02 -0.04
H 5.12757 1.14498 -2.54103 -0.13 0.26 0.16
C -2.62608 1.14412 -3.13897 -0.86 -0.81 0.52
C -1.33236 1.91695 -3.14686 -0.60 0.66 -1.00
C -0.13334 1.12394 -3.65781 -0.31 -0.49 0.17
O 0.56201 2.02915 -4.48980 0.74 -0.01 0.34
C -0.25819 3.04780 -4.84509 -0.60 0.23 0.19
O -0.00776 3.88307 -5.64052 0.15 -0.05 0.00
O -1.42099 2.96442 -4.14237 0.22 -0.15 -0.15
H -3.55253 1.70892 -3.25368 0.41 0.62 -0.08
H -2.79397 0.62016 -2.18968 0.38 -0.05 -0.01
H -2.68239 0.38573 -3.92185 0.27 0.06 -0.09
H -1.14844 2.46059 -2.21799 0.13 -0.39 0.23
H -0.41020 0.27948 -4.29587 -0.32 0.00 0.17
H 0.45123 0.72281 -2.82568 0.43 0.33 -0.19
C -4.50413 -4.77471 2.26114 -0.38 -0.04 -0.51
C -3.11206 -4.81824 2.82982 -0.30 0.20 0.13
C -2.08303 -5.68964 2.09776 -1.72 -0.67 0.45
O -0.92657 -4.86639 2.03863 0.62 -0.15 0.00
C -1.23895 -3.62805 2.38657 -0.48 -0.08 -0.22
O -0.45763 -2.69865 2.38415 0.43 0.04 -0.36
O -2.50879 -3.48799 2.71237 0.34 0.04 0.04
H -4.48475 -4.24803 1.30401 -0.04 0.11 0.09
H -5.21693 -4.30222 2.93413 0.17 0.23 0.00
H -4.93754 -5.75141 2.03513 0.40 -0.20 0.21
H -3.14453 -4.99980 3.90476 0.15 -0.26 -0.07
H -2.44125 -6.01005 1.11789 0.33 0.52 -0.28
H -1.98057 -6.62098 2.65520 0.85 0.21 0.10
```
Forces are in eV/Å.

Here is what Mulliken gives for the atomic charges, in e:
1 Mg 1.12
2 Cu 0.47
3 C -0.93
4 O 0.16
5 H 0.22
6 H 0.26
7 H 0.30
8 C 0.27
9 O 0.10
10 H 0.41
11 H -0.39
12 H -0.33
13 C -1.06
14 C 0.91
15 C -0.18
16 O -0.38
17 C 0.59
18 O -0.48
19 O -0.42
20 H 0.36
21 H 0.34
22 H -0.04
23 H -0.25
24 H 0.25
25 H 0.27
26 C -1.29
27 C 0.46
28 C -0.44
29 O -0.29
30 C 0.62
31 O -0.13
32 O -0.25
33 H 0.40
34 H 0.29
35 H 0.35
36 H 0.28
37 H 0.31
38 H 0.31
39 C -1.40
40 C 0.41
41 C -0.53
42 O -0.10
43 C 0.28
44 O -0.74
45 O -0.32
46 H 0.36
47 H 0.37
48 H 0.36
49 H 0.38
50 H 0.32
51 H 0.32
52 C -1.45
53 C 0.48
54 C -0.58
55 O -0.25
56 C 0.48
57 O -0.43
58 O -0.33
59 H 0.29
60 H 0.39
61 H 0.39
62 H 0.32
63 H 0.34
64 H 0.35
65 C -1.26
66 C 0.55
67 C 0.29
68 O -0.36
69 C 0.43
70 O -0.50
71 O -0.44
72 H 0.45
73 H 0.12
74 H 0.41
75 H 0.26
76 H 0.19
77 H -0.11
78 C -1.37
79 C 0.41
80 C -0.48
81 O -0.26
82 C 0.74
83 O -0.65
84 O -0.30
85 H 0.32
86 H 0.36
87 H 0.39
88 H 0.30
89 H 0.34
90 H 0.34

---

Question: Which of these has the highest net charge?
Answer: C26H42CuMgO20

---

Question: Which value of net charge does entry 1 give?
Answer: +1